# 1
This record from OMol25 describes the molecule C23H35N3O5. The level of theory is wB97M-V/def2-TZVPD.

```
66
Properties=species:S:1:pos:R:3:forces:R:3
C -4.5896 -1.9721 1.0328 -0.1 -0.1 0.3
O -3.9853 -1.5985 -0.1830 0.4 0.2 -0.3
C -2.6351 -1.7741 -0.3152 -0.1 0.0 -0.1
C -1.8637 -2.4755 0.6024 -0.2 0.0 0.0
C -0.4941 -2.6055 0.4533 0.1 0.0 -0.1
C 0.1564 -2.0169 -0.6187 0.0 -0.2 0.0
C 1.6538 -2.0606 -0.7658 -0.1 0.0 0.0
N 2.2523 -0.9023 -0.1032 0.1 0.1 -0.2
C 2.3307 -1.0279 1.3376 0.2 -0.1 0.3
C 3.3455 -2.0868 1.7929 -0.5 0.0 0.0
N 4.5513 -2.0178 0.9953 0.1 -0.3 0.4
C 4.7022 -1.4097 -0.1980 -0.1 0.0 -0.3
O 5.7231 -1.5216 -0.8484 0.2 0.1 -0.3
C 3.5424 -0.5188 -0.6471 0.1 0.1 -0.1
C 3.9226 0.9281 -0.2512 0.0 0.0 0.1
C 2.7531 1.8559 0.0531 0.3 -0.2 0.0
O 2.6018 2.2810 1.1896 0.1 0.0 0.3
N 1.9461 2.2280 -0.9577 -0.1 0.3 -0.1
C 2.0495 1.7153 -2.3019 0.1 -0.2 0.0
C 0.9074 3.2125 -0.7165 -0.2 0.2 0.1
C -0.5248 2.6713 -0.8506 0.1 0.2 0.3
C -1.1993 2.3478 0.4853 0.0 -0.3 -0.3
C -2.6655 1.9710 0.2544 0.1 0.0 0.5
C -3.3158 1.5431 1.5687 -0.2 0.2 -0.3
O -2.6358 0.4649 2.1692 -0.1 -0.1 0.0
C -1.2959 0.8035 2.4594 0.4 0.0 -0.1
C -0.5077 1.1938 1.2112 -0.3 0.1 0.3
C -0.6138 -1.3457 -1.5562 -0.2 -0.1 0.1
C -1.9931 -1.2235 -1.4407 0.1 0.0 -0.1
O -2.5775 -0.5190 -2.4578 0.4 0.0 0.4
C -3.9669 -0.5995 -2.6874 -0.5 0.1 -0.2
H -4.5738 -3.0578 1.1747 0.0 0.0 0.0
H -4.1045 -1.4751 1.8774 0.0 0.0 0.0
H -5.6243 -1.6401 0.9549 0.0 -0.1 0.1
H -2.3336 -2.9232 1.4621 -0.1 0.0 0.1
H 0.0599 -3.1764 1.1839 0.1 -0.1 0.1
H 1.9066 -2.0088 -1.8274 0.0 0.0 0.1
H 2.0423 -3.0148 -0.3797 0.0 0.0 -0.1
H 2.6111 -0.0553 1.7424 0.0 0.0 0.1
H 1.3411 -1.2766 1.7217 0.0 0.1 0.1
H 2.9154 -3.0950 1.7098 0.0 0.1 0.1
H 3.6011 -1.9216 2.8441 -0.1 0.0 -0.1
H 5.3253 -2.6020 1.2838 0.0 0.1 -0.2
H 3.4928 -0.5899 -1.7372 0.0 -0.1 0.1
H 4.5455 1.3563 -1.0377 0.1 0.0 0.0
H 4.5216 0.9101 0.6624 -0.1 0.1 -0.1
H 3.0880 1.6835 -2.6319 0.0 0.0 -0.1
H 1.6244 0.7127 -2.3718 0.0 0.0 -0.1
H 1.4988 2.3742 -2.9714 0.0 0.0 0.0
H 1.0700 3.6025 0.2898 0.0 0.0 -0.2
H 1.0584 4.0301 -1.4308 0.0 0.0 0.1
H -0.5231 1.7723 -1.4680 -0.1 -0.1 -0.1
H -1.1328 3.4207 -1.3628 0.0 0.0 -0.1
H -1.1641 3.2391 1.1242 0.0 0.0 0.0
H -3.2195 2.8137 -0.1637 0.0 0.0 -0.1
H -2.7117 1.1417 -0.4504 -0.1 -0.1 -0.1
H -4.3390 1.1976 1.4023 0.0 0.1 0.0
H -3.3393 2.3977 2.2650 0.0 -0.1 0.0
H -0.8636 -0.0822 2.9298 0.0 0.1 0.0
H -1.2794 1.6334 3.1840 0.0 -0.1 0.0
H 0.4993 1.4807 1.5076 0.1 0.0 0.0
H -0.4449 0.3345 0.5431 0.0 -0.1 -0.1
H -0.1552 -0.8946 -2.4229 0.1 0.1 -0.1
H -4.5378 -0.0604 -1.9286 0.0 -0.1 -0.1
H -4.3081 -1.6361 -2.7248 0.0 0.0 0.0
H -4.1218 -0.1310 -3.6596 0.0 -0.1 0.1
```
Positions in Å, forces in eV/Å.

- SMILES string: COc1ccc(CN2CCNC(=O)[C@@H]2CC(=O)N(C)CCC2CCOCC2)cc1OC
- Calculated total energy: -39126.907 eV
- Relative energy (zero: lowest compared OMol25 entry of this formula, charge and spin): 0.0 kJ/mol
- Spin multiplicity: 1
- Orbital gap: 8.89 eV


# 2
This record from OMol25 describes a structure of composition C23H36AsBrNO6RhSSb. The level of theory is wB97M-V/def2-TZVPD.

```
71
Properties=species:S:1:pos:R:3:forces:R:3
Rh -1.2581 1.7276 0.3727 0.0 0.0 -0.1
O 2.7135 0.8777 2.0064 0.0 0.0 0.0
As 1.4286 1.6575 1.1202 -0.1 0.1 0.1
O 0.0688 1.7100 2.0931 0.1 0.0 0.0
O 0.9528 0.7040 -0.1941 0.0 -0.1 0.0
C 2.1787 3.2913 0.4654 0.0 0.0 0.0
C 3.5286 3.4765 0.7270 0.0 0.0 0.0
C 4.1892 4.5994 0.2400 0.0 0.0 0.0
C 3.4986 5.5308 -0.5076 0.0 0.0 0.0
C 2.1438 5.3523 -0.7715 0.0 0.0 0.0
C 1.4755 4.2403 -0.2936 0.0 0.0 0.0
S -0.2734 4.1589 -0.6577 0.0 -0.1 0.0
O -0.9502 4.0048 0.6479 0.0 0.0 0.0
O -0.6038 5.3209 -1.4148 0.0 0.0 0.0
O -0.5039 2.8687 -1.3791 0.0 0.0 0.0
H 2.4435 0.7809 2.9312 0.0 0.0 0.0
H 4.0688 2.7452 1.3120 0.0 0.0 0.0
H 5.2410 4.7355 0.4510 0.0 0.0 0.0
H 4.0040 6.4074 -0.8892 0.0 0.0 0.0
H 1.5927 6.0817 -1.3477 0.0 0.0 0.0
Br -5.5779 4.9678 -1.7883 0.0 0.0 0.0
C -5.0977 3.5641 -0.6420 0.0 0.0 0.0
C -6.0447 2.9140 0.1304 0.0 0.0 0.0
C -5.6305 1.8803 0.9563 0.0 0.0 0.0
C -4.2946 1.5377 0.9781 0.0 0.0 0.0
N -3.3829 2.1757 0.2331 0.0 0.0 0.0
C -3.7712 3.1752 -0.5646 0.0 0.0 0.0
H -7.0834 3.2113 0.0862 0.0 0.0 0.0
H -6.3355 1.3472 1.5774 0.0 0.0 0.0
H -3.9318 0.7372 1.6105 0.0 0.0 0.0
H -3.0108 3.6715 -1.1521 0.0 0.0 0.0
C 2.4686 -3.7259 -0.9903 0.0 0.0 0.0
C 2.5217 -2.4878 -0.0984 0.0 0.0 0.1
C 3.4090 -1.4140 -0.7248 0.0 0.0 0.0
C 3.0694 -2.8523 1.2801 0.0 0.0 0.0
Sb 0.5239 -1.6374 0.1838 -0.1 -0.1 0.0
C -0.6599 -2.9603 1.5596 0.1 0.0 -0.1
C -2.1233 -2.5638 1.4263 0.0 0.0 0.0
C -0.1673 -2.6303 2.9650 0.0 0.0 0.0
C -0.4500 -4.4322 1.2328 0.0 0.0 0.0
C -0.4680 -1.6242 -1.7557 0.0 0.1 -0.1
C -1.6634 -0.6723 -1.6801 0.0 0.0 0.1
C -0.9477 -3.0279 -2.1194 0.0 0.0 0.0
C 0.4961 -1.1003 -2.8219 0.0 -0.1 0.0
H 3.4737 -4.1570 -1.0394 0.0 0.0 0.0
H 2.1744 -3.4829 -2.0102 0.0 0.0 0.0
H 1.8018 -4.5007 -0.6101 0.0 0.0 0.0
H 4.4098 -1.8355 -0.8616 0.0 0.0 0.0
H 3.5044 -0.5410 -0.0794 0.0 0.0 0.0
H 3.0500 -1.0829 -1.6982 0.0 0.0 0.0
H 4.0988 -3.2041 1.1628 0.0 0.0 0.0
H 2.5075 -3.6540 1.7590 0.0 0.0 0.0
H 3.0927 -1.9890 1.9482 0.0 0.0 0.0
H -2.2668 -1.4947 1.6116 0.0 0.0 0.0
H -2.7054 -3.1042 2.1801 0.0 0.0 0.0
H -2.5464 -2.8086 0.4519 0.0 0.0 0.0
H -0.3126 -1.5755 3.2080 0.0 0.0 0.0
H 0.8863 -2.8721 3.1048 0.0 0.0 0.0
H -0.7371 -3.2217 3.6891 0.0 0.0 0.0
H -0.7687 -4.6919 0.2231 0.0 0.0 0.0
H -1.0494 -5.0326 1.9272 0.0 0.0 0.0
H 0.5875 -4.7405 1.3593 0.0 0.0 0.0
H -2.3313 -0.8816 -0.8393 0.0 0.0 0.0
H -2.2610 -0.7647 -2.5922 0.0 0.0 0.0
H -1.3243 0.3689 -1.6507 0.0 0.0 0.0
H -1.6996 -3.4103 -1.4284 0.0 0.0 0.0
H -0.1300 -3.7472 -2.1672 0.0 0.0 0.0
H -1.4110 -2.9910 -3.1103 0.0 0.0 0.0
H 0.9052 -0.1248 -2.5587 0.0 0.0 0.0
H -0.0513 -0.9921 -3.7633 0.0 0.0 0.0
H 1.3163 -1.7928 -3.0094 0.0 0.0 0.0
```
Positions in Å, forces in eV/Å.

- Calculated total energy: -189464.100 eV
- Relative energy (zero: lowest compared OMol25 entry of this formula, charge and spin): 0.0 kJ/mol
- ⟨S²⟩: 6.011
- Charge: +1
- Spin multiplicity: 5
- Orbital gap (alpha / beta): 7.86 / 7.94 eV


# 3
This record from OMol25 describes a structure of composition C23H36AsN6O5S5Ti in a non-equilibrium geometry. The level of theory is wB97M-V/def2-TZVPD.

```
77
Properties=species:S:1:pos:R:3:forces:R:3
Ti 1.2613 0.2814 0.6520 1.5 2.3 -2.3
O -2.2944 -3.0465 4.2019 0.0 0.1 0.0
C -1.3992 -2.3132 3.4425 0.1 0.0 -0.1
C -0.5554 -2.9210 2.5095 0.1 0.0 0.1
C 0.3094 -2.1410 1.7810 0.0 0.0 0.0
N 0.3811 -0.7866 1.9769 -1.0 -0.9 1.1
C -0.5315 -0.1854 2.8047 0.0 -0.1 0.0
C -1.4126 -0.9147 3.5554 0.0 0.0 0.1
C -0.5496 1.2833 2.5567 -0.5 0.0 0.5
O -1.1715 2.0831 3.2372 0.0 -0.1 -0.1
O 0.1770 1.5736 1.5064 -0.8 0.6 1.0
C 1.1021 -2.5329 0.5927 0.1 -0.6 0.0
O 1.3414 -3.6887 0.2754 -0.1 0.1 0.0
O 1.4999 -1.4735 -0.0782 0.2 -1.1 -0.1
H -2.3051 -3.9419 3.8540 0.0 -0.1 0.0
H -0.6019 -3.9873 2.3160 0.0 0.0 -0.1
H -2.1334 -0.4113 4.1859 0.0 0.0 0.0
S 4.2163 4.3113 -2.6053 -0.3 -0.1 -0.1
As 4.3419 2.5701 -1.3521 0.9 0.0 -0.8
S 2.1917 2.4774 -0.2700 -0.3 0.4 0.2
S 1.1655 1.2208 -1.5109 -0.2 -0.2 -0.2
S 5.6111 3.1913 0.2901 0.0 -0.3 0.6
C -5.7611 2.8049 -0.9769 0.1 -0.2 0.0
C -5.1746 1.5102 -0.4159 0.0 0.2 0.1
C -3.8633 1.7144 0.3441 0.0 -0.1 -0.5
C -2.6820 2.1139 -0.5517 -0.1 -0.1 0.3
N -2.4956 1.2425 -1.7210 0.3 -0.1 0.1
C -1.8825 0.0306 -1.6243 -0.2 0.2 0.1
S -1.5053 -0.7450 -0.2100 -0.6 0.0 -0.2
N -1.5653 -0.5453 -2.8349 0.0 -0.1 0.0
C -2.5933 -0.6864 -3.8598 -0.1 0.1 0.1
C -3.6960 -1.6587 -3.4323 0.1 0.0 -0.1
C -4.7835 -1.8679 -4.4841 0.0 0.2 0.1
C -5.6122 -0.6092 -4.7403 0.1 -0.2 0.0
H -6.7292 2.6247 -1.4498 0.0 0.1 0.0
H -5.0965 3.2383 -1.7263 0.0 0.1 0.0
H -5.8990 3.5364 -0.1777 0.0 0.1 0.0
H -5.0001 0.8075 -1.2343 0.0 -0.1 0.0
H -5.8999 1.0500 0.2613 0.0 0.0 0.0
H -3.6056 0.7911 0.8549 0.1 -0.1 0.1
H -3.9824 2.4944 1.1012 0.0 0.0 0.0
H -1.7701 2.1309 0.0504 0.0 0.0 -0.1
H -2.8507 3.1178 -0.9430 0.1 0.0 -0.1
H -2.1862 1.7401 -2.5451 -0.1 0.0 0.0
H -1.0340 -1.3889 -2.6688 0.0 0.0 0.0
H -2.1131 -1.0386 -4.7755 0.0 0.1 0.0
H -3.0145 0.2990 -4.0602 0.0 0.0 -0.1
H -4.1472 -1.2810 -2.5099 0.0 0.0 0.0
H -3.2285 -2.6172 -3.1915 0.0 0.0 0.1
H -5.4460 -2.6665 -4.1400 0.0 0.0 -0.1
H -4.3300 -2.2063 -5.4215 0.0 0.0 0.0
H -6.0364 -0.2436 -3.8028 0.0 0.1 0.0
H -6.4313 -0.8133 -5.4320 0.0 0.0 0.0
H -4.9992 0.1852 -5.1666 -0.1 0.0 0.0
C 6.4742 -1.5171 0.2760 -0.1 0.1 0.0
C 5.4236 -1.1055 -0.7375 0.2 0.2 -0.1
N 4.2358 -0.6331 -0.0626 -0.1 -0.1 0.5
C 4.1814 -0.1615 1.2005 -0.1 -0.3 0.1
N 2.9963 0.1587 1.7114 1.1 -0.1 0.0
C 2.9323 0.8420 3.0006 0.1 0.2 0.1
C 4.1269 0.5475 3.8955 -0.1 -0.1 -0.1
C 5.3994 0.7083 3.0975 0.0 0.1 0.1
N 5.3324 -0.1641 1.9382 0.0 0.2 -0.1
C 6.6096 -0.3897 1.2784 0.0 0.0 0.0
H 7.4275 -1.6894 -0.2260 0.0 0.0 0.0
H 6.1680 -2.4337 0.7891 0.0 0.0 0.0
H 5.1441 -1.9428 -1.3784 0.0 0.0 0.0
H 5.8196 -0.3022 -1.3693 -0.1 0.0 0.0
H 3.3484 -0.8581 -0.4802 -0.1 0.0 -0.2
H 2.0127 0.5371 3.5049 0.0 0.0 0.0
H 2.8695 1.9208 2.8147 0.0 0.0 0.0
H 4.0674 -0.4825 4.2595 0.0 0.0 0.1
H 4.1222 1.2256 4.7503 0.0 0.0 0.0
H 6.2687 0.3994 3.6846 0.0 0.0 0.0
H 5.5448 1.7433 2.7682 0.0 0.0 0.0
H 7.3291 -0.6497 2.0609 0.0 0.0 0.0
H 6.9370 0.5343 0.7861 0.0 0.1 0.0
```
Positions in Å, forces in eV/Å.

- Calculated total energy: -181751.850 eV
- Relative energy (zero: lowest compared OMol25 entry of this formula, charge and spin): 317.2 kJ/mol
- ⟨S²⟩: 0.782
- Charge: -2
- Spin multiplicity: 2
- Orbital gap (alpha / beta): 4.16 / 4.16 eV